1.
Computed, not measured: C29H49Cl3CoN3O3Si as an isolated structure in a non-equilibrium geometry, with ωB97M-V/def2-TZVPD.

Summary:
HOMO level (spin up / spin down) = -2.593 / -3.140 eV
charge = -1
ΔE to the lowest compared entry with this formula, charge and spin = 0.00 kcal/mol
calculated total energy = -4577.352175 a.u.
M = 681.1 g/mol
multiplicity = 4
<S²> = 3.76
lowest unoccupied orbital energy (spin up / spin down) = 2.33 / 2.33 eV

Cartesian coordinates (Å):
H 3.120 0.174 3.529
Cl -2.742 0.353 0.275
C -0.140 -0.189 4.465
H -3.155 -4.353 3.688
C -1.455 -1.942 -3.268
H 0.797 4.457 3.093
C -2.035 -4.308 0.355
Cl -0.606 2.224 -5.629
H -3.729 -2.751 4.286
C -1.062 -3.065 4.555
H -1.401 -3.042 2.519
C -0.243 -4.637 -3.920
H -1.447 -2.511 5.420
Cl -0.190 1.106 -2.172
N -0.170 4.087 1.263
C -0.362 -4.069 -2.546
H -0.898 -1.999 -4.213
H 1.811 -0.212 -2.815
H 1.588 -1.746 -3.731
H -0.426 6.125 0.803
H 0.760 -5.063 -4.074
H -2.515 -1.023 2.194
H 1.938 3.537 -4.244
H -0.333 5.668 -6.965
H -0.809 -0.193 5.336
H -2.910 -6.099 1.162
C -0.966 5.555 -6.068
H 1.690 5.298 -4.056
O 0.034 -1.455 -0.560
H 2.067 -0.055 1.315
H 1.140 -3.178 0.890
N 2.755 -1.879 -2.003
C -0.844 -5.810 1.807
H -2.470 3.952 -3.683
C -0.889 -3.520 0.236
C 0.265 -3.829 0.962
C 3.020 -1.257 -0.823
H -1.405 -0.897 -2.917
C -3.227 -3.282 3.469
C -2.009 -1.155 3.158
C -1.417 4.116 -3.391
H -0.418 -3.889 -4.702
H 3.405 -1.960 -0.048
C 1.431 -0.103 2.188
C -0.559 2.952 0.690
H -2.509 -2.185 -3.486
C 3.088 -3.275 -2.189
H -0.001 -2.844 4.381
H -1.103 3.251 -2.779
C 1.045 4.159 2.067
C 1.492 4.431 -4.705
C 2.307 -1.134 -3.162
H -0.959 -5.459 -4.081
H -1.338 5.031 -2.789
H -2.005 5.386 -6.397
H -2.925 -4.017 -0.212
H 1.647 0.284 5.573
C -1.003 5.281 1.211
C 0.276 -4.985 1.751
H -1.353 5.549 2.219
H -1.869 5.087 0.570
H 2.185 -3.893 -2.286
C 1.222 0.076 4.592
O 2.875 -0.052 -0.607
H -2.659 -0.805 3.972
H -1.943 -1.916 -0.722
H 1.177 -5.244 2.310
H -1.182 -4.147 4.710
H -0.047 -4.730 -1.738
H -0.945 6.519 -5.532
H -3.776 -3.135 2.529
C -0.939 -2.383 -0.800
H -0.823 -6.739 2.379
O 0.183 1.923 0.691
C 2.034 0.063 3.455
H 1.979 4.611 -5.678
H -1.542 2.937 0.183
C 0.085 -0.278 2.056
Si -0.353 4.173 -4.935
H 3.664 -3.642 -1.330
Co -0.564 0.303 -0.080
C -0.670 -0.523 3.191
N -1.874 -2.677 3.373
H 1.713 4.928 1.657
C -0.883 -2.859 -2.247
H 3.676 -3.411 -3.101
H 1.528 3.189 2.059
C -2.011 -5.470 1.118
H 3.162 -0.903 -3.821

Here are the Mulliken charges for atoms 1 to 8, given in e: 0.3931 -0.7508 -0.5788 0.4025 -1.5119 0.3058 -0.1750 -0.3173

2.
Computed, not measured: a single C12H14ClN5O2S molecule, with ωB97M-V/def2-TZVPD.

Summary:
HOMO level = -8.204 eV
calculated total energy = -1748.353097 a.u.
M = 327.8 g/mol
lowest unoccupied orbital energy = 0.63 eV

Cartesian coordinates (Å):
H -2.760 0.453 4.232
H 0.365 1.580 1.093
N -1.583 -0.117 -0.715
C 2.348 0.729 -2.047
C 1.707 1.120 -0.884
H -1.060 -2.940 -2.155
C 1.521 -1.201 -0.223
H 2.679 1.460 -2.766
Cl 2.387 -3.247 -1.745
C 1.705 3.431 -1.463
H -0.769 1.528 3.221
O 1.433 2.409 -0.533
C 2.149 -1.564 -1.405
H 1.198 -1.947 0.483
H 1.348 4.350 -1.000
S -2.326 1.399 1.424
N -2.593 -1.993 -0.236
C -2.341 -0.025 0.403
C -2.039 -0.168 3.707
N -1.220 -1.945 -2.201
H 2.777 3.519 -1.661
H -2.567 -0.947 3.161
H -2.918 -2.945 -0.219
C -1.749 -1.368 -1.092
N 0.573 0.589 1.148
C 2.566 -0.616 -2.317
H 3.055 -0.912 -3.231
C -1.234 0.668 2.734
H 1.169 3.267 -2.403
H -1.372 -0.639 4.426
H -0.458 -1.421 -2.602
O -0.104 -1.360 2.119
C 1.280 0.138 0.036
C -0.197 -0.161 1.985
N -2.972 -1.125 0.726

Here are the Mulliken charges for atoms 1 to 8, given in e: 0.3837 0.3344 -0.4065 -0.4141 0.9604 0.2528 -0.5772 0.4084

3.
Computed, not measured: a 4-piece molecular cluster, H9O4 overall, with ωB97M-V/def2-TZVPD.

Summary:
HOMO level = -16.254 eV
charge = +1
ΔE to the lowest compared entry with this formula, charge and spin = 6.72 kcal/mol
calculated total energy = -306.115746 a.u.
M = 73.1 g/mol
lowest unoccupied orbital energy = -3.18 eV

Cartesian coordinates (Å):
O -1.498 -0.620 1.923
H -2.439 -0.796 2.060
H 0.386 -0.504 -0.277
H 0.187 -2.401 -1.404
H 1.215 3.288 -1.161
H -1.060 -1.072 2.656
H 0.004 1.181 -0.297
H 0.719 2.230 -2.178
O 0.907 2.382 -1.247
H -0.609 0.173 0.923
O 0.120 0.346 0.233
O 0.565 -1.984 -0.618
H 1.501 -2.222 -0.615

Here are the Mulliken charges for atoms 1 to 8, given in e: -0.6251 0.3272 0.4595 0.3522 0.3129 0.3147 0.4976 0.3180

Among the records above, which one has the highest calculated total energy?
H9O4